No. 1
ORCA calculation (the ωB97M-V functional and the def2-TZVPD basis) on a structure of composition C3H5N3O.

Structure (XYZ):
```
12
Properties=species:S:1:pos:R:3
N 2.075 0.153 0.005
C 0.622 -0.044 -0.011
C 0.201 -1.332 -0.184
N -1.177 -1.058 -0.134
C -1.404 0.269 0.049
O -2.675 0.724 0.120
N -0.306 0.974 0.137
H 2.466 0.489 0.890
H 2.453 0.729 -0.754
H 2.345 -0.833 -0.141
H -1.907 -1.744 -0.225
H -2.621 1.680 0.246
```

Summary:
Molar mass (g mol⁻¹): 99.1
Energy above the lowest of the compared OMol25 structures with the same formula, charge and spin (kcal per mole): 73.5
Total charge: 0
Lowest unoccupied orbital energy (eV): 0.31
Kohn-Sham gap (eV): 7.8
E_tot (Eh): -356.740251


No. 2
ORCA calculation (the ωB97M-V functional and the def2-TZVPD basis) on an isolated molecule of C3H5N3O.

Structure (XYZ):
```
12
Properties=species:S:1:pos:R:3
N -1.992 -0.734 0.983
C -0.741 -0.356 0.461
N 0.404 -0.977 0.522
C 1.314 -0.166 -0.144
O 2.467 -0.594 -0.730
C 0.753 0.992 -0.548
N -0.580 0.933 -0.235
H -2.466 -1.545 0.580
H -2.567 0.074 0.843
H 3.132 -0.907 -0.112
H 1.223 1.800 -1.086
H -1.086 1.779 -0.533
```

Summary:
Molar mass (g mol⁻¹): 99.1
Energy above the lowest of the compared OMol25 structures with the same formula, charge and spin (kcal per mole): 34.6
SMILES: Nc1nc(O)c[nH]1
Total charge: 0
Lowest unoccupied orbital energy (eV): 0.78
Kohn-Sham gap (eV): 8.6
E_tot (Eh): -356.802171


No. 3
ORCA calculation (the ωB97M-V functional and the def2-TZVPD basis) on a cluster of 2 separate species, C3H5N3O2S in total.

Structure (XYZ):
```
14
Properties=species:S:1:pos:R:3
N 0.021 2.384 -0.069
C -0.885 1.416 0.038
N -0.862 0.388 -0.740
N -1.690 -0.676 -0.563
O -1.218 -1.729 -0.934
O -2.777 -0.535 -0.039
H 0.793 2.338 -0.724
H -0.023 3.008 0.644
H -1.591 1.615 0.923
C 1.321 -2.012 0.686
C 2.126 -1.228 -0.006
S 2.842 -0.260 -1.016
H 1.177 -3.027 0.207
H 0.766 -1.682 1.594
```

Summary:
Molar mass (g mol⁻¹): 147.2
Energy above the lowest of the compared OMol25 structures with the same formula, charge and spin (kcal per mole): 92.6
SMILES: N/C=N/[N+](=O)[O-].C=C=S
Total charge: 0
Lowest unoccupied orbital energy (eV): -0.12
Kohn-Sham gap (eV): 8.4
E_tot (Eh): -830.064800


No. 4
ORCA calculation (the ωB97M-V functional and the def2-TZVPD basis) on a structure of composition C3H5N3O2S.

Structure (XYZ):
```
14
Properties=species:S:1:pos:R:3
C -0.644 1.346 0.439
C -1.357 0.061 0.800
C 0.681 -0.655 0.161
N -0.674 -1.035 0.152
N 0.540 1.189 -0.045
N 1.412 -1.018 -1.051
O 2.487 -0.481 -1.290
O 0.761 -1.712 -1.831
S 1.615 1.939 -0.895
H -1.019 2.343 0.820
H -1.291 -0.251 1.846
H -2.370 0.088 0.610
H 0.933 -0.676 1.156
H -1.074 -1.138 -0.871
```

Summary:
Expectation value of S²: 2.010
Molar mass (g mol⁻¹): 147.2
Energy above the lowest of the compared OMol25 structures with the same formula, charge and spin (kcal per mole): 111.1
Total charge: 0
Lowest unoccupied orbital energy (spin up / spin down) (eV): -0.29 / -2.50
Kohn-Sham gap (spin up / spin down) (eV): 5.9 / 6.7
Multiplicity: 3
E_tot (Eh): -829.953609


No. 5
ORCA calculation (the ωB97M-V functional and the def2-TZVPD basis) on an isolated molecule of C3H5N3O3.

Structure (XYZ):
```
14
Properties=species:S:1:pos:R:3
H 1.121 2.593 0.315
N 0.932 1.806 0.929
C 0.510 0.805 0.313
C 0.200 -0.441 0.839
N 0.458 -0.783 2.184
C -0.380 -1.194 -0.156
O -0.902 -2.359 -0.018
O -0.403 -0.517 -1.336
N 0.293 0.774 -1.099
O -0.305 1.855 -1.612
H 0.532 0.080 2.732
H -0.172 -1.439 2.639
H -1.203 -2.760 -0.858
H -1.156 2.101 -1.169
```

Summary:
Molar mass (g mol⁻¹): 131.1
Energy above the lowest of the compared OMol25 structures with the same formula, charge and spin (kcal per mole): 110.8
SMILES: [H]/N=c1/c(N)c(O)on1O
Total charge: 0
Lowest unoccupied orbital energy (eV): 0.33
Kohn-Sham gap (eV): 7.9
E_tot (Eh): -507.171299


No. 6
ORCA calculation (the ωB97M-V functional and the def2-TZVPD basis) on an isolated molecule of C3H5N3OS.

Structure (XYZ):
```
13
Properties=species:S:1:pos:R:3
C -3.394 0.046 0.011
N -2.231 -0.843 0.005
C -1.108 -0.276 0.005
N 0.154 -0.891 0.002
C 1.090 0.095 -0.003
S 2.811 -0.278 -0.001
N 0.595 1.276 0.000
O -0.830 1.054 -0.014
H -3.372 0.708 -0.887
H -3.328 0.716 0.912
H -4.287 -0.572 -0.043
H 0.332 -1.894 -0.028
H 3.174 1.074 0.057
```

Summary:
Molar mass (g mol⁻¹): 131.2
Energy above the lowest of the compared OMol25 structures with the same formula, charge and spin (kcal per mole): 52.9
SMILES: C/N=c1/[nH]c(S)no1
Total charge: 0
Lowest unoccupied orbital energy (eV): 0.47
Kohn-Sham gap (eV): 9.2
E_tot (Eh): -754.954773


No. 7
ORCA calculation (the ωB97M-V functional and the def2-TZVPD basis) on an isolated molecule of C3H5N3OS.

Structure (XYZ):
```
13
Properties=species:S:1:pos:R:3
H 1.309 -1.671 -0.022
N 0.299 -1.529 -0.030
C 0.001 -0.274 0.006
N 0.855 0.823 -0.072
C 2.206 0.926 0.020
S 3.323 -0.277 0.010
C -1.444 0.206 0.041
N -2.314 -0.815 0.060
O -1.751 1.377 -0.026
H 0.334 1.655 0.002
H 2.496 1.983 0.164
H -3.320 -0.624 -0.012
H -1.994 -1.780 -0.139
```

Summary:
Molar mass (g mol⁻¹): 131.2
Energy above the lowest of the compared OMol25 structures with the same formula, charge and spin (kcal per mole): 4.1
SMILES: [H]/N=C(\NC=S)C(N)=O
Total charge: 0
Lowest unoccupied orbital energy (eV): -0.41
Kohn-Sham gap (eV): 8.6
E_tot (Eh): -755.032542


No. 8
ORCA calculation (the ωB97M-V functional and the def2-TZVPD basis) on an isolated molecule of C3H5N3OS.

Structure (XYZ):
```
13
Properties=species:S:1:pos:R:3
N 1.230 1.036 -2.313
C 0.282 0.502 -1.415
N -1.012 0.706 -1.498
N -1.539 0.265 -0.288
C -0.567 -0.165 0.569
S -0.665 -0.926 2.199
C 0.678 -0.041 -0.188
O 1.951 -0.413 0.176
H 2.268 1.162 -2.140
H 0.897 1.794 -2.977
H -2.616 0.175 -0.345
H -0.518 0.322 2.859
H 1.881 -1.165 0.915
```

Summary:
Molar mass (g mol⁻¹): 131.2
Energy above the lowest of the compared OMol25 structures with the same formula, charge and spin (kcal per mole): 52.2
SMILES: Nc1n[nH]c(S)c1O
Total charge: 0
Lowest unoccupied orbital energy (eV): 0.50
Kohn-Sham gap (eV): 8.5
E_tot (Eh): -754.955817


No. 9
ORCA calculation (the ωB97M-V functional and the def2-TZVPD basis) on an isolated molecule of C3H5N3OS.

Structure (XYZ):
```
13
Properties=species:S:1:pos:R:3
H -0.471 -1.953 -2.571
N 0.277 -1.912 -1.816
C 0.072 -0.888 -1.113
N 1.082 -0.172 -0.333
C 0.527 0.383 0.836
S 1.230 1.234 2.147
C -0.904 0.267 0.506
N -0.931 0.085 -0.906
O -2.151 -0.317 -1.365
H 1.986 -0.469 -0.254
H -1.520 1.225 0.491
H -1.278 -0.656 1.073
H -2.361 0.064 -2.153
```

Summary:
Molar mass (g mol⁻¹): 131.2
Energy above the lowest of the compared OMol25 structures with the same formula, charge and spin (kcal per mole): 85.5
SMILES: [H]/N=C1/NC(=S)CN1O
Total charge: 0
Lowest unoccupied orbital energy (eV): -0.07
Kohn-Sham gap (eV): 8.8
E_tot (Eh): -754.902820


No. 10
ORCA calculation (the ωB97M-V functional and the def2-TZVPD basis) on an isolated molecule of C3H5N3S.

Structure (XYZ):
```
12
Properties=species:S:1:pos:R:3
N -0.006 1.956 0.060
C -0.248 0.589 0.031
N -1.442 -0.055 -0.140
C -1.133 -1.358 -0.148
N 0.152 -1.636 -0.004
C 0.704 -0.425 0.118
S 2.499 -0.241 -0.158
H 1.073 1.863 0.084
H -0.315 2.414 -0.784
H -2.232 0.342 0.371
H -1.906 -2.142 -0.224
H 2.854 -1.306 0.793
```

Summary:
Molar mass (g mol⁻¹): 115.2
Energy above the lowest of the compared OMol25 structures with the same formula, charge and spin (kcal per mole): 28.7
SMILES: Nc1[nH]cnc1S
Total charge: 0
Lowest unoccupied orbital energy (eV): 0.73
Kohn-Sham gap (eV): 8.5
E_tot (Eh): -679.739497


> Look up the E_tot of the sixth one.

-754.954773 Eh


> molar mass of number 6 (C3H5N3OS)?

131.2 g mol⁻¹


Repeat the sixth record exactly.
ORCA calculation (the ωB97M-V functional and the def2-TZVPD basis) on an isolated molecule of C3H5N3OS.

Structure (XYZ):
```
13
Properties=species:S:1:pos:R:3
C -3.394 0.046 0.011
N -2.231 -0.843 0.005
C -1.108 -0.276 0.005
N 0.154 -0.891 0.002
C 1.090 0.095 -0.003
S 2.811 -0.278 -0.001
N 0.595 1.276 0.000
O -0.830 1.054 -0.014
H -3.372 0.708 -0.887
H -3.328 0.716 0.912
H -4.287 -0.572 -0.043
H 0.332 -1.894 -0.028
H 3.174 1.074 0.057
```

Summary:
Molar mass (g mol⁻¹): 131.2
Energy above the lowest of the compared OMol25 structures with the same formula, charge and spin (kcal per mole): 52.9
SMILES: C/N=c1/[nH]c(S)no1
Total charge: 0
Lowest unoccupied orbital energy (eV): 0.47
Kohn-Sham gap (eV): 9.2
E_tot (Eh): -754.954773